1.
Formula: C3HN
Source: the Open Molecules 2025 dataset
Level of theory: wB97M-V/def2-TZVPD

```
5
Properties=species:S:1:pos:R:3:forces:R:3
C 1.7756 -0.0399 -0.0112 5.0 0.0 -0.2
C 0.6234 0.0159 0.0457 -3.3 0.5 -0.1
C -0.7208 0.1009 -0.0168 0.3 -0.5 0.3
N -1.8428 -0.0644 -0.0054 -2.2 0.2 -0.1
H 2.8303 -0.0105 -0.0686 0.3 -0.2 0.0
```
Positions in Å, forces in eV/Å.

Its maximum force is 5.0 eV Å⁻¹. For the energy relative to the best compared isomer or geometry (same formula, charge and spin), the calculation gives 3.55 kcal per mole. The HOMO energy is -0.41672 hartree. Its structure (SMILES) is C#CC#N.

---

2.
Formula: C33H43BClNO8P
Source: the Open Molecules 2025 dataset
Level of theory: wB97M-V/def2-TZVPD

```
88
Properties=species:S:1:pos:R:3:forces:R:3
C 1.3412 5.0738 6.0255 -0.4 -0.6 0.3
C 1.7629 3.5413 5.6665 0.3 1.1 2.7
O 2.4367 3.4978 4.3662 -0.2 -0.2 0.4
N 2.1646 2.3726 3.6863 -1.3 -4.1 -3.1
C 2.6673 1.0506 4.0499 -0.9 -1.4 -2.1
Cl 3.7193 0.8239 5.5430 -1.8 0.6 -2.5
C 2.3607 -0.2383 3.2005 -1.8 3.3 -0.4
B 3.0385 -1.6625 3.7078 0.3 -1.4 0.6
O 2.3160 -2.6323 4.4878 1.4 1.3 -2.9
C 4.5948 -1.8963 3.2114 0.3 1.4 -0.4
C 5.1602 -0.5955 2.3992 0.7 0.0 0.1
C 1.4640 -0.1327 1.9029 0.8 3.8 3.6
C 1.1658 -1.4197 1.0201 3.4 -0.8 -3.4
O 2.0271 -1.7330 0.1540 -3.8 1.3 3.9
O 0.0003 -2.2395 1.0790 -0.7 3.0 2.1
P -1.0660 -1.7795 2.3346 -2.0 -1.3 5.1
O -0.4388 -1.7962 3.7393 -1.1 0.7 -4.4
O -2.2846 -2.9978 2.3671 2.1 2.5 -1.1
O -1.9161 -0.3220 2.0147 1.5 -2.5 -0.1
C 0.9518 1.3195 1.5616 1.1 -1.5 2.0
C 0.0800 1.4504 0.2194 1.8 0.6 -0.6
C 1.1641 1.3829 -1.0147 0.2 -0.7 0.2
C 1.3328 2.5238 2.4870 -0.7 -1.8 -0.8
C 0.8340 4.0114 2.0974 1.3 -0.5 0.4
C 2.0767 4.6928 1.2817 -1.1 0.3 0.4
C 1.7094 6.2668 1.0515 -0.1 -0.9 0.5
O 1.6656 6.6285 -0.3533 0.8 -0.7 1.1
H 1.8485 5.3751 7.0171 -0.8 -0.5 -1.7
H 1.6352 5.8201 5.2135 -0.4 -1.2 1.1
H 0.2026 5.1046 6.1962 1.8 0.1 -0.4
H 0.8914 2.8092 5.7474 1.2 1.0 -0.5
H 2.5570 3.2627 6.4616 -1.4 0.1 -1.5
H 2.5553 -3.5115 4.0906 -0.1 0.9 1.1
H 4.6933 -2.7976 2.5162 -0.1 1.0 1.1
H 5.2879 -1.9998 4.1297 -1.2 -0.3 -1.4
H 6.2733 -0.7469 2.1179 -1.9 0.1 0.4
H 4.5727 -0.3904 1.4350 0.8 -0.3 1.4
H 5.1567 0.3562 3.0601 -0.2 -1.6 -1.1
H -3.1258 -2.6225 2.7105 0.7 -0.2 -0.4
H -2.4838 -0.0852 2.7831 0.7 -0.4 -0.4
H -0.4279 2.4688 0.1186 0.4 -1.7 0.5
H -0.6302 0.5751 0.0449 0.8 1.4 0.8
H 1.2318 2.3666 -1.5935 -0.1 -1.4 0.9
H 0.8764 0.5261 -1.7342 0.4 1.5 1.1
H 2.1925 1.1085 -0.5680 -1.5 0.6 -1.0
H -0.1280 3.9985 1.4825 1.5 -0.2 0.8
H 0.6349 4.6383 3.0391 0.4 -1.1 -1.3
H 2.1773 4.1692 0.2621 0.0 0.7 1.6
H 3.0121 4.5600 1.9388 -1.3 0.2 -1.3
H 0.6527 6.4335 1.4671 1.5 0.0 -0.8
H 2.4407 6.8918 1.6680 -0.9 -0.6 -1.0
H 2.4924 6.3071 -0.7747 -0.7 0.4 0.4
C -3.7601 5.7827 -2.5160 0.1 0.0 0.0
C -3.7396 4.3914 -2.4868 0.0 0.0 0.0
C -2.5769 3.7194 -2.1228 0.0 0.1 0.1
C -1.4366 4.4401 -1.7782 -0.2 0.1 0.0
C -1.4580 5.8313 -1.8037 0.1 0.1 0.0
C -2.6181 6.5029 -2.1767 -0.1 -0.2 0.0
H -4.6659 6.3061 -2.8032 0.1 -0.1 0.0
H -4.6306 3.8303 -2.7490 0.1 0.1 0.0
H -2.5591 2.6344 -2.1067 0.0 0.1 0.0
H -0.5301 3.9164 -1.4897 0.0 0.1 -0.1
H -0.5687 6.3920 -1.5334 -0.1 -0.1 0.0
H -2.6330 7.5871 -2.2019 0.0 -0.1 0.0
C -2.0850 -3.0728 -1.4500 0.0 0.0 -0.1
C -3.1687 -3.5060 -2.2078 0.0 0.0 0.0
C -2.9969 -3.8156 -3.5531 0.1 0.1 0.1
C -1.7381 -3.7011 -4.1378 0.0 0.1 0.1
C -0.6550 -3.2709 -3.3776 -0.1 0.0 0.0
C -0.8301 -2.9520 -2.0341 0.0 0.0 -0.1
H -2.2180 -2.8288 -0.4028 -0.1 -0.1 0.0
H -4.1477 -3.6019 -1.7496 0.1 0.0 -0.1
H -3.8425 -4.1473 -4.1462 0.1 0.0 0.0
H -1.6025 -3.9474 -5.1858 0.0 0.0 0.1
H 0.3263 -3.1829 -3.8327 -0.1 0.0 0.0
H 0.0129 -2.6114 -1.4425 0.0 -0.1 -0.1
C -2.8448 -9.4908 -6.4366 0.0 0.1 0.0
C -3.5216 -9.2973 -5.2363 0.0 0.0 0.0
C -3.2401 -8.1847 -4.4495 0.0 0.0 -0.1
C -2.2880 -7.2596 -4.8681 0.0 -0.1 0.0
C -1.6140 -7.4513 -6.0704 -0.1 -0.1 0.0
C -1.8889 -8.5688 -6.8527 -0.1 0.0 0.1
H -3.0621 -10.3602 -7.0482 0.0 0.1 0.1
H -4.2687 -10.0150 -4.9132 0.1 0.1 0.0
H -3.7632 -8.0375 -3.5104 0.0 0.0 -0.1
H -2.0721 -6.3897 -4.2575 0.0 -0.1 0.0
H -0.8727 -6.7290 -6.3977 0.0 -0.1 0.0
H -1.3593 -8.7207 -7.7872 0.0 0.0 0.1
```
Positions in Å, forces in eV/Å.

Its maximum force is 5.6 eV Å⁻¹. As for the net charge: +1. The HOMO energy is -0.38277 hartree.

---

3.
Formula: C6H7N2O2
Source: the Open Molecules 2025 dataset
Level of theory: wB97M-V/def2-TZVPD

```
17
Properties=species:S:1:pos:R:3:forces:R:3
C -0.8480 -2.6114 -0.8189 -0.1 1.3 0.7
C -0.5920 -1.4681 -0.4861 0.2 -0.2 -0.4
C -0.3059 0.0072 -0.1639 -1.6 -3.4 -1.2
N 0.8595 0.2882 0.5131 -0.6 0.1 0.1
N 0.8419 0.4364 1.9775 2.1 0.1 -1.4
C 2.1163 0.2117 -0.2025 -1.2 -0.5 0.1
O 3.0428 0.5225 0.5070 3.1 1.2 2.5
O 2.1366 -0.1393 -1.3704 -1.0 -0.3 -1.5
C -1.5394 0.7056 0.1674 -0.3 3.3 0.7
C -0.9210 0.9418 -1.2184 -2.0 -0.7 1.0
H -1.2602 -3.5800 -0.9936 0.3 0.1 -0.1
H 0.8411 -0.5295 2.4523 0.5 1.5 -1.2
H 1.8813 0.8397 1.9189 -2.0 -1.3 1.1
H -1.6079 1.5312 0.8966 0.9 -0.5 -0.2
H -2.5085 0.3145 0.1258 -0.9 -1.5 -0.1
H -1.7442 0.6981 -1.9446 1.8 -0.4 0.2
H -0.3923 1.8313 -1.3601 0.7 1.2 -0.3
```
Positions in Å, forces in eV/Å.

Its maximum force is 4.1 eV Å⁻¹. As for the net charge: -1. For the energy relative to the best compared isomer or geometry (same formula, charge and spin), the calculation gives 71.96 kcal per mole. The HOMO energy is -0.15214 hartree. Its structure (SMILES) is C#CC1(N(N)C(=O)[O-])CC1.

---

no.,electronic energy (Eh)
1,-169.57602
2,-2765.92610
3,-492.72936